A structure of composition C22H36AlO6 in a non-equilibrium geometry. Source: the OMol25 dataset; level of theory: the ωB97M-V functional and the def2-TZVPD basis.

Calculated values
E_LUMO: 0.015 eV

ORCA input file:
```
! wB97M-V def2-TZVPD RIJCOSX def2/J DEFGRID3
* xyz -1 1
C -0.190 3.762 1.390
C -0.297 2.703 0.252
C 0.314 3.311 -1.057
Al 1.350 2.004 -2.230
C 1.148 2.624 -4.164
C 0.813 0.054 -2.024
C -0.678 -0.275 -2.373
C -1.355 -1.109 -1.232
C -2.508 -0.342 -0.513
C -3.588 0.209 -1.488
C -3.754 1.751 -1.351
C -4.184 2.167 0.061
O -5.584 1.926 0.268
C -5.752 0.950 1.302
C 3.350 2.135 -1.733
C 3.574 1.140 -0.647
O 4.228 0.173 -0.817
O 2.970 1.450 0.574
C 3.253 0.538 1.573
C 2.176 -0.370 2.136
O 4.334 0.474 2.016
H 0.846 4.111 1.512
H -0.746 4.642 1.023
H -0.614 3.423 2.348
H -1.378 2.563 0.092
H 0.129 1.731 0.543
H 1.031 4.091 -0.735
H -0.508 3.792 -1.615
H 1.890 3.429 -4.327
H 1.431 1.779 -4.819
H 0.149 3.014 -4.411
H 1.448 -0.525 -2.723
H 1.117 -0.279 -1.015
H -1.263 0.613 -2.659
H -0.674 -0.939 -3.255
H -1.715 -2.065 -1.650
H -0.635 -1.367 -0.442
H -2.983 -1.074 0.163
H -2.019 0.432 0.092
H -3.395 -0.092 -2.526
H -4.552 -0.233 -1.182
H -4.522 2.106 -2.057
H -2.793 2.199 -1.646
H -4.025 3.255 0.166
H -3.572 1.689 0.839
H -6.782 0.572 1.260
H -5.496 1.378 2.284
H -5.086 0.102 1.070
H 3.623 3.149 -1.410
H 3.912 1.812 -2.616
H 2.033 -0.186 3.207
H 1.233 -0.234 1.585
H 2.451 -1.418 2.008
C 3.357 -4.323 2.721
C 4.059 -5.448 2.827
C 3.411 -6.775 2.695
O 4.051 -7.802 2.794
C 1.951 -6.800 2.438
C 1.248 -5.676 2.332
C 1.896 -4.349 2.464
O 1.257 -3.324 2.365
H 3.813 -3.345 2.814
H 5.126 -5.449 3.013
H 1.496 -7.779 2.344
H 0.181 -5.675 2.145
*
```